DFT (ωB97M-V/def2-TZVPD) results for a structure of composition C17H40HgN5O3SiTe.

```
68
Properties=species:S:1:pos:R:3:lowdin_spin:R:1
Hg -0.82959 -0.76695 1.02183 0.3834
C -2.12024 0.65817 -2.14811 0.0006
O -1.63691 1.51123 -1.13122 0.0178
C -1.12990 2.71888 -1.64626 0.0005
C -0.41056 3.46829 -0.55422 0.0009
O 0.88438 2.91519 -0.37739 0.0021
C 1.54702 3.46524 0.74902 0.0001
C 2.75362 2.62725 1.08199 0.0001
O 2.30342 1.37988 1.53711 0.0081
C 3.34010 0.46434 1.82310 0.0005
H -2.91333 1.14668 -2.72714 0.0001
H -2.51500 -0.23532 -1.67016 -0.0002
H -1.31002 0.36442 -2.82607 0.0000
H -1.94834 3.33515 -2.04255 0.0000
H -0.42944 2.52246 -2.47080 0.0001
H -0.98411 3.38089 0.37593 0.0006
H -0.32752 4.53045 -0.81765 0.0000
H 0.86845 3.46964 1.60857 0.0002
H 1.85637 4.49777 0.53896 0.0000
H 3.34620 3.14199 1.85252 0.0000
H 3.39394 2.50840 0.19525 0.0001
H 3.93307 0.79886 2.68297 0.0000
H 4.00314 0.34198 0.95880 0.0001
H 2.86801 -0.49335 2.03660 0.0001
C 0.50564 -5.07736 0.03972 0.0001
N 0.98204 -4.01470 -0.82259 0.0031
C 0.40962 -4.02345 -2.16195 0.0002
C 1.46428 -2.87270 -0.24252 0.0032
N 1.49087 -2.57632 0.99829 0.0094
N 2.07996 -1.99810 -1.17480 0.0014
C 1.90954 -0.62799 -1.13606 0.0091
N 2.96865 0.09803 -1.64754 0.0045
N 0.83893 -0.11764 -0.67322 0.0505
H 0.47454 -6.00273 -0.53499 0.0000
H -0.49496 -4.85698 0.42355 -0.0001
H 1.19646 -5.22408 0.87102 0.0000
H -0.65511 -4.25418 -2.09946 -0.0001
H 0.89461 -4.77327 -2.79522 0.0000
H 0.51357 -3.04652 -2.62131 0.0000
H 0.93563 -3.23462 1.53905 0.0022
H 2.86000 -2.37843 -1.68178 0.0002
H 3.61647 -0.36725 -2.26114 0.0003
H 2.73563 1.03789 -1.92667 0.0002
H 0.87024 0.89754 -0.61549 0.0049
C -5.45186 -4.35007 -0.62672 0.0002
Si -3.71539 -4.43452 -1.31410 -0.0024
C -3.74967 -4.09170 -3.15573 -0.0005
C -3.01810 -6.15051 -1.01529 -0.0004
C -2.66595 -3.17784 -0.50039 0.0034
C -1.99946 -2.33160 0.07447 0.1659
H -6.10513 -5.07983 -1.11061 0.0000
H -5.87673 -3.35630 -0.77991 0.0000
H -5.45359 -4.55025 0.44632 0.0000
H -4.36152 -4.82802 -3.68242 -0.0001
H -2.74433 -4.12132 -3.58143 0.0000
H -4.16419 -3.10131 -3.35387 0.0000
H -3.68036 -6.91422 -1.42876 -0.0001
H -2.90852 -6.34476 0.05337 0.0000
H -2.03649 -6.26568 -1.48337 0.0000
C 0.08287 2.16301 5.43524 0.1075
Te -0.31309 1.15499 3.55013 0.1872
C -2.26413 0.61583 4.23557 0.0112
H 0.02709 1.44502 6.25017 0.0033
H -0.64177 2.96128 5.58130 0.0065
H 1.08568 2.58307 5.38723 0.0012
H -2.81039 1.51263 4.51926 -0.0004
H -2.18001 -0.05634 5.08631 0.0004
H -2.78234 0.11027 3.42431 0.0128
```

Computed properties:
- Energy relative to the best compared isomer or geometry (same formula, charge and spin): 0.00 kcal per mole
- Spin multiplicity: 2
- Kohn-Sham gap (spin up / spin down): 6.295 / 7.105 eV

---

DFT (ωB97M-V/def2-TZVPD) results for a structure of composition C17H41CeN2OP2.

```
64
Properties=species:S:1:pos:R:3:mulliken_charge:R:1
Ce 0.48962 -0.39878 -0.30430 0.4983
P -0.87070 1.43378 -1.82289 0.4077
P 0.16135 -1.43246 2.23111 -0.0933
N -2.00049 -0.91587 -0.08398 -0.0838
C -2.65598 1.02884 -1.55646 -0.9054
H -3.17210 1.99629 -1.47642 0.4499
H -2.98360 0.51070 -2.46709 0.4805
C -2.98298 0.21965 -0.30361 -1.0509
H -2.98892 0.82247 0.60514 0.4477
H -3.97392 -0.24190 -0.36778 0.5753
C -2.41564 -1.84563 1.05352 -1.0961
H -2.27692 -2.86685 0.66585 0.4322
H -3.48407 -1.69313 1.21367 0.4483
C -1.66394 -1.61225 2.35517 -0.6238
H -1.86581 -2.46853 3.01002 0.5973
H -2.02810 -0.69407 2.84471 0.4809
C 1.08565 -0.97717 3.75725 0.6980
C 1.32463 0.53909 3.76689 -1.2823
H 0.40322 1.10687 3.91594 0.3336
H 1.78945 0.87143 2.82793 0.1547
H 2.02194 0.80987 4.56773 0.4832
C 0.70109 -3.14101 1.68094 0.5160
C 2.12704 -3.19140 1.10990 -1.4552
H 2.11352 -3.88536 0.26117 0.3866
H 2.84759 -3.58088 1.84558 0.4777
H 2.50383 -2.22090 0.73693 0.2227
C -0.43290 0.77236 -3.53300 0.8024
C 0.95831 1.17573 -4.01784 -1.7978
H 1.22587 0.48334 -4.82221 0.5511
H 1.72196 1.07604 -3.23827 0.2639
H 1.00700 2.19160 -4.43686 0.3940
C -0.56622 3.23068 -1.79389 0.4105
C 0.92862 3.55824 -1.67839 -1.2639
H 1.04370 4.60986 -1.39068 0.4692
H 1.46193 3.41047 -2.62377 0.2808
H 1.42323 2.96494 -0.90367 0.1699
C -0.38125 1.60890 1.09155 0.2858
O -0.85773 2.47412 1.72379 -0.2265
C 0.46929 -4.20151 2.77550 -1.5941
H 0.14688 -3.76678 3.73510 0.4580
H -0.30851 -4.90336 2.44260 0.2846
H 1.38568 -4.78722 2.94880 0.4242
C -1.49263 0.99512 -4.61347 -1.5320
H -1.00310 1.26342 -5.55622 0.3701
H -2.02475 0.04833 -4.76040 0.4309
H -2.23162 1.76839 -4.36432 0.3931
C -1.22321 3.95329 -2.97027 -1.4453
H -1.04340 5.03258 -2.85393 0.4616
H -0.79331 3.64654 -3.93516 0.3008
H -2.31239 3.79807 -3.00150 0.3630
C 2.43123 -1.69762 3.96442 -1.4358
H 3.15773 -1.53538 3.14962 0.2374
H 2.89322 -1.29036 4.87412 0.5134
H 2.30779 -2.77838 4.10399 0.3106
H 0.40842 -1.27477 4.57855 0.6541
H -1.06368 3.57126 -0.86716 0.5183
H 0.00396 -3.34420 0.84568 0.5022
H -0.40018 -0.31844 -3.35720 0.3504
H -2.04947 -1.49004 -0.92739 0.3847
H 0.28438 -1.91056 -1.32195 0.0258
N 2.92549 0.75205 0.12145 -0.6555
H 3.39940 0.94429 -0.76287 0.3033
H 3.55645 0.14765 0.68149 0.2521
H 2.83806 1.64853 0.62685 0.2846
```

Computed properties:
- Spin multiplicity: 1
- Charge: +3
- Kohn-Sham gap (spin up / spin down): 7.469 / 7.471 eV

---

DFT (ωB97M-V/def2-TZVPD) results for a cluster of 8 separate species, C17H41Cl4NO6 in total.

```
69
Properties=species:S:1:pos:R:3:mulliken_charge:R:1
N -1.50363 0.05028 1.06968 -0.0574
C -2.05409 -0.35110 -0.16840 -0.6663
C -1.27479 -1.37143 -0.64517 -0.2846
C -0.20434 -1.62599 0.18976 -0.4053
C -0.38685 -0.75651 1.31675 -0.3160
H -1.75352 0.91132 1.53473 0.2283
H -2.90983 0.15974 -0.58451 0.3713
H -1.37511 -1.94711 -1.55343 0.3701
H 0.58218 -2.36607 0.18133 0.3800
H 0.09278 -0.64226 2.27762 0.3820
C -6.10567 6.42585 -4.75642 0.3857
Cl -5.25043 5.41617 -5.96828 -0.1069
Cl -7.54425 7.03309 -5.57084 -0.0946
Cl -6.46487 5.40172 -3.35046 -0.1005
Cl -5.15314 7.75309 -4.21198 -0.0839
C 6.73809 -1.34321 -3.39918 -0.8528
C 7.18133 -0.16743 -2.54066 -0.2743
O 6.66431 1.07095 -3.09764 -0.5282
H 7.05291 -1.18186 -4.43017 0.2535
H 5.65210 -1.43334 -3.37468 0.2625
H 7.31132 -2.21474 -3.08304 0.3103
H 8.26588 -0.08128 -2.47403 0.2734
H 6.85070 -0.25789 -1.50595 0.2586
H 5.79612 1.27623 -2.74308 0.2971
C 0.34438 -6.13585 -6.90955 -1.0039
C -0.00339 -7.54931 -7.38535 -0.1852
O 0.93142 -8.54863 -6.94712 -0.5287
H 0.44070 -6.14782 -5.82388 0.2750
H -0.41573 -5.36969 -7.06230 0.3369
H 1.30675 -5.81850 -7.31108 0.2735
H 0.14906 -7.61570 -8.46259 0.2493
H -1.02655 -7.78356 -7.09149 0.2803
H 0.57734 -9.40933 -7.18256 0.3029
C -0.06779 3.74745 8.18703 -1.1188
C -0.52801 5.04233 7.57824 -0.1033
O -1.31437 4.76603 6.29652 -0.5407
H -0.89872 3.09924 8.46540 0.3048
H 0.35008 3.80769 9.19195 0.3601
H 0.55300 3.16402 7.50709 0.2890
H 0.35724 5.62878 7.33226 0.2591
H -1.26316 5.51167 8.23199 0.2602
H -1.56925 5.62390 5.94910 0.2893
C -7.85954 3.01889 5.76072 -0.9535
C -8.20907 2.99886 7.28296 -0.2047
O -8.87930 4.18613 7.67014 -0.5264
H -7.19600 3.83313 5.46947 0.2741
H -8.70107 3.06645 5.06959 0.2925
H -7.21115 2.16187 5.57850 0.3220
H -7.28165 3.05303 7.85308 0.2637
H -8.85318 2.14350 7.48689 0.2278
H -8.27512 4.77787 8.12446 0.3046
C 4.71246 -8.42484 -0.11497 -1.0102
C 3.98770 -8.41311 -1.45450 -0.1744
O 4.75992 -8.09029 -2.56907 -0.5302
H 5.46675 -9.21143 -0.09456 0.2761
H 3.91449 -8.73761 0.55847 0.3194
H 5.09280 -7.50554 0.33037 0.3105
H 3.15480 -7.71234 -1.39702 0.2564
H 3.58569 -9.41179 -1.62519 0.2444
H 4.25839 -8.21445 -3.37818 0.3077
C 2.02539 6.54441 -1.27152 -1.0185
C 1.43939 5.36710 -0.55021 -0.1795
O 1.79570 4.17613 -1.25346 -0.5185
H 1.46884 6.60492 -2.20676 0.2587
H 3.09079 6.43995 -1.47676 0.2884
H 1.96139 7.45091 -0.66964 0.3407
H 0.36269 5.41905 -0.38858 0.2816
H 1.86951 5.30721 0.44954 0.2615
H 1.38912 3.40084 -0.85948 0.2835
```

Computed properties:
- Energy relative to the best compared isomer or geometry (same formula, charge and spin): 3.79 kcal per mole
- Spin multiplicity: 1
- Kohn-Sham gap: 8.394 eV